Record 1
C23H23CsI2N5OS3 | ωB97M-V/def2-TZVPD

Structure (ORCA input):
```
! wB97M-V def2-TZVPD RIJCOSX def2/J DEFGRID3
* xyz -1 1
Cs -1.6060 0.8942 -0.1581
I 2.3162 4.6853 6.1760
C 1.4484 3.4763 4.6748
C 1.0258 2.1963 4.9894
C 0.4589 1.4368 3.9881
I -0.1807 -0.5305 4.3966
C 0.2582 1.8815 2.6527
O -0.3090 1.1547 1.7636
C 0.7428 3.2011 2.3877
C 0.6619 3.7348 0.9715
N 1.2454 2.8557 -0.0405
C 2.6287 2.5105 0.2346
C 3.1677 1.6523 -0.8757
C 4.4091 1.8967 -1.4568
C 4.8573 1.0575 -2.4627
C 4.0558 -0.0016 -2.8599
C 2.8368 -0.1694 -2.2208
N 2.4014 0.6310 -1.2558
C 1.3171 3.9675 3.3848
H 1.1423 1.8022 5.9891
H 1.1762 4.6982 0.9227
H -0.3822 3.9044 0.6841
H 0.7236 1.9882 -0.0240
H 2.7434 1.9566 1.1799
H 3.2152 3.4280 0.3270
H 5.0121 2.7335 -1.1283
H 5.8167 1.2310 -2.9343
H 4.3700 -0.6794 -3.6420
H 2.1777 -0.9892 -2.4874
H 1.6719 4.9630 3.1431
C -3.2947 -4.3856 0.3930
C -3.4852 -3.5890 -0.8940
S -2.3949 -2.1261 -0.9788
C -1.4045 -2.4555 -2.4585
C -0.3804 -3.5678 -2.2966
S 0.9458 -3.1226 -1.1215
C 0.7668 -4.3843 0.1813
C -0.4942 -4.2966 1.0387
S -1.8021 -5.4285 0.4299
H -4.1210 -5.0881 0.5113
H -3.2788 -3.7318 1.2646
H -4.5093 -3.2160 -0.9462
H -3.2912 -4.2110 -1.7668
H -0.9129 -1.5028 -2.6618
H -2.0844 -2.6634 -3.2861
H 0.0940 -3.7688 -3.2590
H -0.8408 -4.4837 -1.9338
H 1.6464 -4.2239 0.8048
H 0.8591 -5.3656 -0.2861
H -0.8911 -3.2866 1.0427
H -0.2666 -4.5917 2.0631
N -2.4893 1.1019 -2.7121
C -3.3341 1.8012 -2.3403
C -4.3360 2.5854 -1.7778
C -4.8464 2.1591 -0.5391
N -5.2454 1.7819 0.4799
C -4.8076 3.7637 -2.3869
N -5.2038 4.7291 -2.8834
*
```

Computed properties:
- E_LUMO (eV) = 1.8
- gap between HOMO and LUMO (eV) = 6.8

Record 2
C23H23FN4O2S | ωB97M-V/def2-TZVPD

Structure (ORCA input):
```
! wB97M-V def2-TZVPD RIJCOSX def2/J DEFGRID3
* xyz 0 1
O -1.0631 -0.2702 -0.4373
C -0.2085 0.5165 -0.0982
N -0.4258 1.6512 0.5955
H 0.3836 2.1209 0.9744
C -1.6832 1.9652 1.2661
C -2.8735 1.5343 0.4540
C -3.7190 0.5361 0.9187
C -4.8106 0.1349 0.1710
C -5.0425 0.7456 -1.0471
C -4.2183 1.7431 -1.5337
C -3.1335 2.1345 -0.7719
H -2.4759 2.9095 -1.1384
H -4.4291 2.1957 -2.4899
F -6.1079 0.3606 -1.7840
H -5.4724 -0.6436 0.5157
H -3.5079 0.0571 1.8628
H -1.7006 3.0507 1.4058
H -1.7062 1.4775 2.2465
C 1.2792 0.3804 -0.5401
N 2.1872 0.4816 0.5854
C 2.0714 -0.3168 1.6796
O 2.9159 -0.3935 2.5482
C 0.7716 -1.0501 1.8036
C 0.4317 -2.3050 1.3599
S -1.1739 -2.6124 1.8331
N -1.2766 -1.1553 2.5899
N -0.2260 -0.4685 2.5011
H 1.0051 -3.0087 0.7956
C 3.3746 1.3175 0.4682
H 3.9700 1.0760 1.3530
C 3.0472 2.8218 0.4745
C 4.1755 3.4433 -0.3419
C 4.3512 2.4468 -1.4847
H 5.3062 2.5590 -1.9942
H 3.5576 2.5872 -2.2212
C 4.2159 1.0793 -0.8068
H 3.7560 0.3472 -1.4676
H 5.1976 0.6982 -0.5274
H 3.9358 4.4468 -0.6900
H 5.0860 3.4907 0.2560
H 2.9847 3.2192 1.4864
H 2.0972 3.0094 -0.0317
C 1.4719 -0.8684 -1.3762
C 2.3937 -1.8536 -1.0475
C 2.5303 -2.9790 -1.8428
C 1.7429 -3.1361 -2.9695
C 0.8277 -2.1534 -3.3067
C 0.6986 -1.0226 -2.5212
H -0.0143 -0.2589 -2.7908
H 0.2128 -2.2654 -4.1869
H 1.8458 -4.0179 -3.5838
H 3.2549 -3.7345 -1.5759
H 3.0185 -1.7476 -0.1718
H 1.4659 1.2482 -1.1856
*
```

Computed properties:
- SMILES = O=C(NCc1ccc(F)cc1)[C@H](c1ccccc1)N(C(=O)c1csnn1)C1CCCC1
- E_LUMO (eV) = 0.4
- gap between HOMO and LUMO (eV) = 9.1

Record 3
C23H23IN5S4Tc | ωB97M-V/def2-TZVPD

Structure (ORCA input):
```
! wB97M-V def2-TZVPD RIJCOSX def2/J DEFGRID3
* xyz 3 4
Tc 0.0000 0.0000 0.0000
C 1.5858 0.7224 -2.8202
C 1.5929 2.0846 -2.1360
S 0.3454 2.1285 -0.8161
C 1.2947 2.9235 0.5196
C 2.3935 2.0283 1.0822
S 1.7470 0.3576 1.3869
C 3.0646 -0.6608 0.6458
C 3.1655 -0.5269 -0.8708
S 1.5250 -0.6652 -1.6419
H 0.7008 0.6384 -3.4614
H 2.4582 0.6138 -3.4732
H 2.5879 2.3136 -1.7461
H 1.3560 2.8649 -2.8667
H 1.7133 3.8701 0.1620
H 0.5832 3.1748 1.3146
H 3.2539 2.0036 0.4091
H 2.7516 2.4403 2.0315
H 4.0223 -0.4131 1.1155
H 2.8483 -1.7031 0.9071
H 3.6516 0.4133 -1.1422
H 3.7989 -1.3285 -1.2654
S 2.1159 -4.0143 5.7777
N 2.6462 -4.0553 4.2073
C 1.9454 -3.1233 3.5369
C 2.0598 -2.7971 2.1498
C 2.9609 -3.4423 1.2806
C 3.0012 -3.0582 -0.0502
C 2.1455 -2.0516 -0.4568
N 1.2716 -1.4180 0.3610
C 1.2117 -1.7702 1.6551
C 0.2963 -1.0907 2.4624
N -0.4509 -0.1392 1.8803
C -1.3506 0.5439 2.6270
C -1.5634 0.3306 3.9761
C -0.8061 -0.6457 4.6033
C 0.1362 -1.3690 3.8465
C 0.9627 -2.3938 4.4037
N 0.9753 -2.8149 5.6811
H 3.6169 -4.2301 1.6428
H 3.6797 -3.5287 -0.7526
H 2.1338 -1.7100 -1.4885
H -1.9160 1.2966 2.0835
H -2.2995 0.9102 4.5214
H -0.9412 -0.8461 5.6632
I -0.9579 -5.4057 -2.0087
C -1.2632 -3.3666 -2.1706
C -2.0512 -2.8443 -3.1914
C -2.2346 -1.4653 -3.2691
C -1.6203 -0.6631 -2.3196
N -0.8502 -1.1416 -1.3181
C -0.6884 -2.4860 -1.2657
H -2.5237 -3.4908 -3.9255
H -2.8427 -1.0260 -4.0522
H -1.7348 0.4172 -2.3403
H -0.0635 -2.8328 -0.4477
H -1.0378 -1.1990 0.5180
*
```

Computed properties:
- E_LUMO (spin up / spin down) (eV) = -10.5 / -11.3
- gap between HOMO and LUMO (spin up / spin down) (eV) = 5.0 / 5.7
- ⟨S²⟩ = 3.765

Record 4
C23H23N3ReS7Si | ωB97M-V/def2-TZVPD

Structure (ORCA input):
```
! wB97M-V def2-TZVPD RIJCOSX def2/J DEFGRID3
* xyz 0 2
Re -0.1154 0.6437 0.8556
S -3.3616 -1.3146 3.2419
C -3.8985 0.2921 2.9836
C -3.0392 1.0071 2.2137
C -1.9002 0.2342 1.7979
C -1.9610 -1.0394 2.3028
C -0.9286 -2.0081 1.9921
C -0.9039 -3.3362 2.4126
C 0.1035 -4.1658 1.9723
C 1.0637 -3.6685 1.0974
C 0.9932 -2.3472 0.7398
N 0.0407 -1.5111 1.1935
H -4.8331 0.6252 3.4264
H -3.2182 2.0364 1.9341
H -1.6855 -3.6993 3.0732
H 0.1414 -5.1990 2.2965
H 1.8491 -4.2961 0.6951
H 1.7052 -1.9208 0.0500
C 1.5160 2.7686 -1.8331
Si 0.3517 1.4656 -2.3999
C 1.2752 0.5402 -3.7156
C -1.1595 2.1424 -3.1823
N -0.1947 0.3752 -1.0665
C -0.8486 -0.8710 -1.4919
C -0.1524 -1.9077 -2.1069
C -0.7977 -3.0952 -2.4392
C -2.1526 -3.2579 -2.1733
C -2.8572 -2.2187 -1.5769
C -2.2096 -1.0338 -1.2455
H 1.6197 3.4858 -2.6604
H 2.5086 2.3412 -1.6449
H 1.1882 3.3216 -0.9469
H 1.5252 1.2821 -4.4915
H 0.6734 -0.2447 -4.1875
H 2.2173 0.1005 -3.3586
H -0.8888 2.9809 -3.8433
H -1.8929 2.4986 -2.4497
H -1.6316 1.3611 -3.7961
H 0.9098 -1.7926 -2.3033
H -0.2355 -3.8965 -2.9047
H -2.6568 -4.1796 -2.4400
H -3.9194 -2.3250 -1.3712
H -2.7542 -0.2099 -0.7942
C 3.3716 -0.4530 1.7589
S 2.5980 0.6821 0.5956
C 2.7272 2.1313 1.5872
C 1.9457 2.2826 2.6580
S 0.6821 1.1657 3.1288
S 2.2720 3.7061 3.5985
C 3.5668 4.3513 2.6412
S 4.3547 5.7350 2.9947
S 3.9292 3.3480 1.2759
H 3.5004 -1.4181 1.2721
H 2.7428 -0.5419 2.6431
H 4.3459 -0.0386 2.0099
S -0.5429 2.9962 0.7920
C -1.9964 3.0365 -0.0971
N -2.9820 3.0530 -0.7139
*
```

Computed properties:
- E_LUMO (spin up / spin down) (eV) = -1.3 / -1.3
- gap between HOMO and LUMO (spin up / spin down) (eV) = 6.5 / 6.5
- ⟨S²⟩ = 0.762

Record order is preserved below.
Relative energy (zero: lowest compared OMol25 entry of this formula, charge and spin): 120.4 36.5 1423.3 0.0 kJ/mol
Record order is preserved below.
Largest force on an atom: 0.055 0.029 0.332 0.028 Eh/bohr